An isolated molecule of C5H12NOP in a non-equilibrium geometry, computed with the ωB97M-V functional and the def2-TZVPD basis.

Properties
HOMO energy: -8.6 eV
HOMO-LUMO gap: 9.6 eV
structure (SMILES): C[C@H](NP)[C@@H]1O[C@H]1C
LUMO level: 1.019 eV

```
! wB97M-V def2-TZVPD RIJCOSX def2/J DEFGRID3
* xyz 0 1
C -1.72700 -0.32766 -0.00681
C -0.39019 -0.55452 -0.66264
C -2.56874 -1.40753 0.45418
C 0.63946 1.89677 -0.88809
C 1.04194 0.51922 -0.29294
N 2.25093 -0.04262 -0.73936
O -1.47102 -0.20382 -1.40362
P 3.29538 -0.95898 0.24734
H -1.86236 0.58589 0.50509
H -0.04462 -1.61790 -0.85263
H -3.51862 -1.05086 0.39723
H -2.31176 -1.57112 1.55394
H -2.38363 -2.43702 -0.10301
H 1.07109 2.70688 -0.31178
H -0.55249 1.99802 -0.75063
H 0.93374 1.99614 -1.96686
H 0.95346 0.56066 0.78385
H 2.48679 -0.19230 -1.65696
H 3.40408 -0.22836 1.52895
H 2.30437 -1.83119 0.84469
*
```

Mulliken atomic charge list, values in e, 2 entries: atom 1 (C): 0.290, atom 2 (C): -0.181